(1)
{"formula": "C15H26CrN2O4S5", "method": "ωB97M-V/def2-TZVPD", "charge": 1, "multiplicity": 4, "e_above_lowest_ev": 0.000, "species": ["Cr", "C", "N", "C", "C", "O", "C", "O", "C", "C", "O", "N", "C", "C", "H", "H", "H", "H", "H", "H", "H", "H", "H", "H", "H", "H", "H", "H", "H", "H", "S", "C", "S", "C", "C", "S", "S", "S", "C", "C", "O", "C", "C", "H", "H", "H", "H", "H", "H", "H", "H", "H", "H"], "coordinates": [[0.216978, 0.412439, -0.416103], [2.521376, -2.842260, 3.516065], [2.408528, -1.642838, 2.697646], [3.649461, -0.901027, 2.495716], [1.337218, -1.350489, 1.969400], [1.355295, -0.427223, 1.133012], [0.065459, -2.149335, 2.214241], [-0.950524, -1.678545, 1.381571], [-2.054522, -1.023808, 1.947332], [-2.028362, 0.469227, 1.641315], [-1.154068, 0.960444, 0.901868], [-2.972392, 1.220727, 2.185592], [-2.993997, 2.664677, 1.963479], [-3.998332, 0.666813, 3.059944], [3.114298, -2.616617, 4.399941], [1.550354, -3.206056, 3.839766], [3.027505, -3.633104, 2.957825], [4.113452, -0.715722, 3.462901], [4.347104, -1.471296, 1.878590], [3.433680, 0.047424, 2.016513], [0.246425, -3.193922, 1.947444], [-0.207629, -2.102094, 3.271934], [-2.950054, -1.457675, 1.495882], [-2.103567, -1.176176, 3.028924], [-2.169209, 2.945739, 1.319683], [-3.927593, 2.956074, 1.483531], [-2.907338, 3.183972, 2.918333], [-4.393928, -0.267486, 2.664865], [-3.619298, 0.497677, 4.070211], [-4.818226, 1.376255, 3.119038], [-3.827963, 0.118736, -6.489690], [-2.953932, 0.196030, -5.116314], [-2.578948, -1.193597, -4.135578], [-1.647106, -0.342997, -2.924785], [-1.514328, 0.983934, -3.083506], [-0.694481, 1.984423, -1.935514], [-2.276375, 1.677102, -4.496694], [-0.997974, -1.218939, -1.578218], [2.448848, -2.141664, -1.428920], [3.011193, -0.737532, -1.398659], [1.986157, 0.251748, -1.627312], [2.540638, 1.577956, -1.781419], [2.603256, 2.324697, -0.456373], [3.259148, -2.850237, -1.254465], [1.999596, -2.354281, -2.396756], [1.686516, -2.278930, -0.664504], [3.751317, -0.621470, -2.192042], [3.501296, -0.537062, -0.440685], [1.888775, 2.101314, -2.474210], [3.531710, 1.492957, -2.227669], [1.603718, 2.404589, -0.003621], [2.959776, 3.338561, -0.630354], [3.274670, 1.838766, 0.251629]], "atomic_forces_ev_per_a": [[-0.4, -0.5, -0.7], [0.0, -0.1, 0.1], [0.1, 0.1, -0.2], [0.1, 0.0, 0.0], [0.1, 0.1, 0.3], [-0.1, 0.2, -0.3], [-0.1, 0.0, -0.3], [-0.1, 0.0, -0.1], [0.1, 0.0, -0.2], [-0.2, -0.1, 0.1], [0.3, 0.1, 0.1], [0.2, 0.0, -0.1], [0.0, 0.1, 0.0], [-0.1, -0.1, 0.1], [0.0, 0.0, 0.0], [0.0, 0.0, 0.0], [0.0, 0.0, 0.0], [0.0, 0.0, 0.0], [0.0, 0.0, 0.0], [0.0, 0.0, 0.0], [0.0, 0.0, 0.1], [0.0, 0.0, 0.0], [0.0, 0.0, 0.0], [0.0, 0.0, 0.0], [0.0, 0.0, 0.0], [0.0, -0.1, 0.0], [0.0, 0.0, 0.0], [0.0, 0.0, 0.0], [0.0, 0.0, 0.0], [0.0, 0.0, 0.0], [0.0, 0.0, 0.1], [0.0, 0.0, -0.1], [0.1, 0.1, 0.0], [-0.1, 0.4, -0.4], [-0.2, -0.6, -0.2], [0.3, 0.2, 0.6], [0.0, -0.1, 0.1], [0.3, 0.1, 0.7], [-0.1, 0.2, -0.1], [0.2, -0.3, 0.1], [-0.2, 0.0, 0.4], [0.2, 0.4, 0.0], [0.0, -0.3, -0.2], [0.0, 0.0, 0.0], [0.0, 0.0, 0.0], [0.0, -0.1, 0.0], [0.0, 0.1, 0.0], [0.0, 0.1, 0.0], [0.0, -0.1, 0.0], [0.0, -0.1, 0.0], [0.0, 0.1, 0.0], [-0.1, 0.0, 0.0], [0.0, 0.0, 0.0]]}


(2)
{"formula": "C5H9NO2", "method": "ωB97M-V/def2-TZVPD", "e_above_lowest_ev": 1.084, "smiles": "CC(C)C(O)(O)C#N", "species": ["C", "C", "C", "H", "H", "H", "H", "H", "H", "H", "H", "C", "O", "C", "O", "N", "H"], "coordinates": [[-0.305201, -0.237582, 0.463898], [0.690946, 0.245162, 1.513649], [-0.105570, -1.719376, 0.158980], [-1.328095, -0.067365, 0.830176], [-1.875637, 0.197422, -1.292143], [0.898038, -1.887018, -0.224462], [-0.232938, -2.307916, 1.065064], [0.492115, 1.276635, 1.798572], [0.629028, -0.374290, 2.406002], [1.701771, 0.180150, 1.116634], [-0.822122, -2.064733, -0.583743], [-0.103589, 0.610921, -0.874096], [1.169854, 0.402200, -1.380913], [-0.315523, 2.034762, -0.541207], [-1.043608, 0.210419, -1.833787], [-0.545449, 3.124840, -0.279359], [1.095983, 0.375771, -2.343266]], "atomic_forces_ev_per_a": [[0.7, 0.4, -0.6], [-0.2, 0.0, 0.0], [-0.2, 0.2, -0.1], [0.1, 0.1, -0.2], [0.6, -0.2, -1.2], [0.1, 0.0, 0.0], [0.0, 0.0, 0.1], [0.1, 0.1, 0.1], [0.0, 0.0, 0.1], [0.1, 0.0, 0.0], [0.0, -0.1, 0.0], [-0.1, -1.2, 1.2], [0.0, -0.1, 0.0], [0.0, 0.3, -0.2], [-1.2, 0.2, 1.0], [0.0, 0.3, 0.1], [0.0, 0.1, 0.0]]}